1.
{"formula": "C4H9NO2", "method": "ωB97M-V with the def2-TZVPD basis set", "gap_ev": 9.651, "smiles": "CN[C@H](C)C(=O)O", "homo_energy_ev": -8.88, "total_charge": 0, "species": ["C", "N", "C", "C", "C", "O", "O", "H", "H", "H", "H", "H", "H", "H", "H", "H"], "positions_angstrom": [[-2.2265, -0.0678, 0.3631], [-0.8707, -0.2251, 0.8328], [0.1910, -0.2688, -0.1368], [1.4200, -1.0080, 0.4341], [0.7080, 1.0976, -0.5801], [0.6074, 2.1596, -0.0434], [1.4861, 0.8958, -1.6766], [-2.5896, 0.9625, 0.3605], [-2.9263, -0.6943, 0.9213], [-2.2654, -0.3670, -0.6841], [-0.5832, 0.4144, 1.5544], [-0.1145, -0.8878, -0.9713], [1.0762, -1.9123, 0.9124], [2.0829, -1.2997, -0.3785], [2.0353, -0.4406, 1.1374], [1.9694, 1.6414, -2.0451]]}

2.
{"formula": "C2F3NO6S2Sc", "method": "ωB97M-V with the def2-TZVPD basis set", "gap_ev": [6.386, 8.775], "spin_multiplicity": 2, "homo_energy_ev": [-8.00, -10.06], "s2": 0.7507, "total_charge": 0, "species": ["N", "S", "O", "S", "O", "O", "C", "F", "F", "F", "O", "C", "O", "O", "Sc"], "positions_angstrom": [[-0.4221, -0.8555, 1.0461], [1.0915, -0.5401, 0.3811], [0.9294, -0.3631, -1.1489], [-1.6828, -0.0344, 0.6164], [-1.4223, 1.1519, -0.2617], [-2.6061, 0.2117, 1.7253], [-2.6666, -1.1502, -0.5075], [-1.9650, -1.4719, -1.5815], [-2.9927, -2.2574, 0.1452], [-3.7745, -0.5293, -0.8856], [4.8647, 0.1937, 0.9501], [4.4433, 1.1018, 0.3501], [4.2661, 1.8666, -0.5208], [1.4304, 0.9226, 0.8022], [0.5065, 1.7538, -1.1107]]}

3.
{"formula": "C6H13O5Y", "method": "ωB97M-V with the def2-TZVPD basis set", "gap_ev": [5.700, 7.678], "spin_multiplicity": 2, "homo_energy_ev": [-10.81, -12.84], "s2": 0.7619, "total_charge": 1, "species": ["O", "C", "C", "O", "C", "C", "O", "Y", "H", "H", "H", "H", "H", "H", "H", "H", "O", "C", "O", "C", "H", "H", "H", "H", "H"], "positions_angstrom": [[-0.9386, -0.5720, 1.9129], [-0.1182, 0.4430, 1.5408], [1.0781, 0.1047, 0.6887], [1.4045, -1.2790, 0.9055], [2.1031, -1.9814, -0.1226], [1.8054, -3.4661, 0.0942], [0.4425, -3.6951, 0.2558], [-0.5803, -2.3360, 1.1968], [0.1980, 0.9771, 2.4524], [1.9439, 0.7453, 0.9146], [0.8510, 0.2228, -0.3883], [3.1803, -1.7609, -0.0736], [1.7183, -1.6528, -1.1036], [2.3813, -3.8063, 0.9796], [2.2186, -4.0121, -0.7757], [-1.3171, 1.2998, 0.6824], [-3.1710, 1.2103, -0.7256], [-0.9953, 2.8734, -1.6790], [-1.9433, 3.1723, -0.6733], [-2.4052, 2.0813, 0.0376], [-0.6171, 3.8263, -2.0639], [-0.1593, 2.2910, -1.2556], [-1.4398, 2.2943, -2.5041], [-3.0322, 2.4696, 0.8476], [-2.6077, 0.5504, -1.1433]]}

4.
{"formula": "C41H39IrN2O2P2", "method": "ωB97M-V with the def2-TZVPD basis set", "gap_ev": [5.611, 5.778], "homo_energy_ev": [-6.22, -6.27], "total_charge": 0, "species": ["Ir", "C", "C", "P", "C", "C", "C", "C", "C", "C", "C", "C", "C", "C", "C", "C", "C", "P", "C", "C", "C", "C", "C", "C", "C", "C", "C", "C", "C", "C", "H", "H", "H", "H", "H", "H", "H", "H", "H", "H", "H", "H", "H", "H", "H", "H", "H", "H", "H", "H", "H", "H", "H", "H", "H", "H", "O", "C", "O", "C", "C", "C", "C", "C", "N", "H", "H", "H", "H", "C", "C", "C", "C", "C", "C", "C", "C", "N", "H", "H", "H", "H", "H", "H", "H", "H", "H"], "positions_angstrom": [[-0.1129, 0.2031, 0.8000], [1.1028, -2.5747, -1.6330], [-0.3323, -2.3769, -1.1360], [-0.9748, -0.6829, -1.6170], [-2.7533, -0.7829, -1.2092], [-3.7270, -0.3408, -2.1002], [-5.0639, -0.3812, -1.7493], [-5.4451, -0.8467, -0.5010], [-4.4775, -1.2463, 0.4052], [-3.1402, -1.2034, 0.0583], [-1.1117, -1.0938, -3.4289], [-0.3346, -0.4135, -4.3559], [-0.4032, -0.7403, -5.7011], [-1.2473, -1.7502, -6.1298], [-2.0295, -2.4298, -5.2103], [-1.9615, -2.1064, -3.8693], [2.1530, -2.1876, -0.5935], [2.0880, -0.4214, -0.0285], [2.8613, 0.4865, -1.4085], [3.3304, -0.0507, -2.6023], [3.9409, 0.7719, -3.5349], [4.0855, 2.1267, -3.2925], [3.6253, 2.6676, -2.1016], [3.0188, 1.8498, -1.1701], [3.4963, -0.4666, 1.1409], [3.2380, -0.7440, 2.4804], [4.2641, -0.7592, 3.4074], [5.5642, -0.5082, 3.0022], [5.8348, -0.2627, 1.6666], [4.8090, -0.2397, 0.7383], [1.2452, -1.9914, -2.5467], [1.2548, -3.6259, -1.8961], [-0.3434, -2.4467, -0.0499], [-0.9944, -3.1433, -1.5460], [-3.4398, 0.0328, -3.0738], [-5.8150, -0.0478, -2.4501], [-6.4917, -0.8892, -0.2342], [-4.7685, -1.5852, 1.3884], [-2.3846, -1.4774, 0.7794], [0.3226, 0.3763, -4.0152], [0.2025, -0.2034, -6.4156], [-1.3028, -2.0036, -7.1785], [-2.6961, -3.2142, -5.5406], [-2.5862, -2.6340, -3.1616], [3.1610, -2.3785, -0.9698], [2.0218, -2.7924, 0.3100], [3.2465, -1.1057, -2.8146], [4.3140, 0.3476, -4.4560], [4.5641, 2.7594, -4.0245], [3.7406, 3.7217, -1.9005], [2.6643, 2.2443, -0.2289], [2.2218, -0.9159, 2.7992], [4.0423, -0.9515, 4.4464], [6.3634, -0.4957, 3.7269], [6.8492, -0.0782, 1.3421], [5.0328, -0.0340, -0.2998], [0.0724, 0.9268, 5.0048], [0.1208, 0.3937, 3.9070], [0.5927, 0.8943, 2.8459], [-0.3722, -1.0569, 3.7970], [-0.5451, -1.7929, 4.9659], [-0.9156, -3.1208, 4.8834], [-1.1283, -3.6618, 3.6220], [-0.9636, -2.8492, 2.5162], [-0.5804, -1.5742, 2.5801], [-0.3793, -1.2978, 5.9093], [-1.0351, -3.7297, 5.7692], [-1.4331, -4.6892, 3.4934], [-1.1711, -3.2536, 1.5324], [-3.9910, 2.0921, 0.9465], [-2.9749, 3.0991, 1.3747], [-3.3340, 4.2287, 2.0718], [-2.3888, 5.1600, 2.4833], [-1.0497, 4.9672, 2.1663], [-0.6345, 3.8565, 1.4741], [0.8017, 3.6197, 1.1583], [-1.5891, 2.8455, 1.0833], [-1.1997, 1.7624, 0.4838], [-4.9974, 2.4996, 1.0114], [-3.9288, 1.2097, 1.5850], [-3.7901, 1.7661, -0.0724], [-4.3762, 4.3959, 2.3126], [-2.6885, 6.0243, 3.0547], [-0.3128, 5.6980, 2.4732], [1.3994, 4.5111, 1.3325], [0.8944, 3.2959, 0.1219], [1.1759, 2.8157, 1.7956]]}